Record 1
Here is 11 unconnected molecules or ions with the total composition C31H90N16O12 in a non-equilibrium geometry from the Open Molecules 2025 dataset. Energies are from the ωB97M-V functional and the def2-TZVPD basis.

Its expectation value of S² is 0.751. The calculation puts the HOMO energy (spin up / spin down) at 0.51 / -6.38 eV. For the max |F|, the calculation gives 8.4 eV/A. Its LUMO energy (spin up / spin down) is 1.9415 / 1.8650 eV. Its frontier orbital gap (spin up / spin down) is 1.434 / 8.249 eV. For the calculated total energy, the calculation gives -3013.933631 hartree.

```
! wB97M-V def2-TZVPD RIJCOSX def2/J DEFGRID3
* xyz -1 2
C -1.931 -2.444 1.386
O -2.671 -1.664 0.799
N -2.351 -3.169 2.389
N -0.705 -2.728 1.046
H -3.320 -3.144 2.672
H -1.737 -3.745 2.947
H -0.270 -3.486 1.553
H -0.215 -2.330 0.258
C 3.383 -0.349 -3.015
O 2.642 0.648 -3.046
N 3.264 -1.201 -2.030
N 4.269 -0.581 -3.951
H 2.516 -0.867 -1.440
H 3.753 -2.084 -1.983
H 4.289 0.024 -4.759
H 5.009 -1.264 -3.867
C -3.151 1.631 -4.282
O -2.627 2.651 -4.699
N -4.399 1.453 -4.290
N -2.573 0.620 -3.766
H -5.025 2.084 -4.769
H -4.766 0.517 -4.191
H -3.127 -0.106 -3.335
H -1.633 0.826 -3.457
C 0.244 4.495 1.023
O -0.088 3.385 1.523
N -0.315 5.636 1.172
N 1.318 4.564 0.245
H 0.071 6.426 0.675
H -1.024 5.658 1.891
H 1.678 5.488 0.055
H 1.858 3.730 0.065
C -0.409 0.516 -0.888
O -0.376 -0.429 -1.572
N -1.371 0.824 -0.119
N 0.529 1.481 -0.736
H -1.102 1.430 0.643
H -2.187 0.230 -0.138
H 0.272 2.420 -0.469
H 1.380 1.313 -1.255
C 5.162 -2.202 7.754
O 5.217 -2.844 6.470
C 6.329 -2.600 5.759
C 6.031 -3.160 4.374
N 5.307 -2.319 3.394
C 3.880 -2.224 3.889
C 2.921 -1.895 2.720
O 2.967 -0.507 2.614
C 2.268 -0.056 1.432
H 4.580 -2.823 8.435
H 4.602 -1.282 7.585
H 6.162 -1.959 8.113
H 7.150 -3.081 6.291
H 6.677 -1.568 5.698
H 5.617 -4.159 4.241
H 7.032 -3.328 3.975
H 5.773 -1.423 3.414
H 3.671 -1.510 4.685
H 3.424 -3.153 4.231
H 1.939 -2.252 3.031
H 3.129 -2.426 1.791
H 1.445 -0.681 1.086
H 2.949 0.062 0.589
H 1.863 0.945 1.581
C -5.074 -1.040 -0.988
C -4.332 -1.973 -1.989
C -4.868 -3.445 -2.073
O -4.321 -4.190 -3.100
C -4.882 -5.524 -3.084
N -4.519 -1.415 -3.307
H -5.077 -1.363 0.053
H -6.128 -1.111 -1.256
H -4.726 -0.030 -1.208
H -3.297 -2.004 -1.649
H -5.949 -3.351 -2.170
H -4.751 -3.952 -1.114
H -5.949 -5.613 -3.287
H -4.608 -6.026 -2.156
H -4.511 -6.077 -3.946
H -5.508 -1.610 -3.369
H -4.184 -2.094 -3.975
C 5.650 2.772 -1.856
C 4.677 2.809 -0.626
C 4.841 3.971 0.419
O 6.026 3.840 1.149
C 6.129 4.806 2.151
N 3.438 3.018 -1.322
H 5.694 3.770 -2.291
H 5.446 1.927 -2.514
H 6.698 2.560 -1.644
H 4.617 1.782 -0.264
H 4.017 3.894 1.128
H 4.722 4.956 -0.034
H 6.643 4.447 3.043
H 5.176 5.138 2.563
H 6.776 5.608 1.796
H 3.324 2.504 -2.183
H 3.592 3.946 -1.690
C -0.658 -2.181 6.890
C -1.621 -1.169 6.310
C -1.170 -0.266 5.150
O -2.308 0.403 4.662
C -2.176 1.138 3.477
N -2.689 -2.011 5.811
H -0.393 -2.975 6.191
H -1.077 -2.864 7.630
H 0.261 -1.727 7.259
H -1.890 -0.533 7.153
H -0.580 -0.858 4.451
H -0.594 0.598 5.481
H -2.061 0.525 2.583
H -1.351 1.847 3.410
H -3.094 1.725 3.465
H -2.597 -2.481 4.922
H -3.381 -1.377 5.437
C -4.584 6.084 -1.391
C -3.459 5.013 -1.424
C -3.946 3.638 -0.893
O -4.383 3.765 0.495
C -5.154 2.632 1.008
N -3.073 4.748 -2.760
H -5.158 6.206 -2.310
H -4.158 7.086 -1.344
H -5.255 5.818 -0.574
H -2.557 5.367 -0.926
H -3.255 2.795 -0.902
H -4.830 3.319 -1.445
H -4.993 1.744 0.397
H -6.216 2.872 0.951
H -4.938 2.501 2.068
H -2.333 4.121 -3.041
H -2.924 5.645 -3.199
C 0.782 -2.382 -4.356
C -0.522 -2.866 -5.070
C -0.328 -4.242 -5.740
O 0.751 -4.102 -6.666
C 0.407 -3.465 -7.887
N -1.265 -2.999 -3.874
H 1.283 -3.206 -3.849
H 0.614 -1.550 -3.672
H 1.486 -2.185 -5.164
H -0.884 -2.083 -5.737
H -1.236 -4.551 -6.257
H -0.050 -5.093 -5.118
H 1.193 -3.721 -8.597
H 0.320 -2.379 -7.936
H -0.552 -3.900 -8.166
H -2.196 -3.225 -4.194
H -1.179 -2.142 -3.346
*
```

Mulliken population analysis, charges in e, atoms 1 to 99:
1 C -4.4454
2 O 1.6443
3 N -0.1353
4 N 1.1507
5 H 0.5021
6 H 0.1840
7 H 0.2213
8 H -0.0802
9 C 0.3324
10 O -0.7781
11 N -0.0653
12 N -0.2906
13 H -0.1337
14 H 0.2344
15 H 0.2997
16 H 0.1939
17 C 0.5533
18 O -0.8152
19 N -0.2491
20 N -0.0462
21 H 0.2169
22 H 0.2387
23 H 0.3395
24 H -0.0129
25 C 0.2174
26 O -0.6114
27 N -0.3727
28 N -0.1667
29 H 0.1466
30 H 0.2967
31 H 0.2672
32 H 0.0431
33 C -0.8186
34 O 0.1079
35 N 1.6276
36 N 0.9289
37 H -0.1748
38 H -0.7248
39 H -0.3294
40 H -0.3195
41 C -0.9133
42 O -0.2108
43 C -0.4590
44 C -1.0440
45 N -0.2824
46 C -0.5995
47 C -0.4659
48 O -0.2647
49 C 0.7342
50 H 0.2486
51 H 0.2995
52 H 0.3599
53 H 0.5192
54 H 0.3537
55 H 0.3972
56 H 0.4024
57 H 0.2528
58 H 0.0410
59 H 0.4860
60 H -0.0935
61 H 0.3693
62 H -0.1461
63 H -0.0630
64 H 0.1152
65 C -1.6982
66 C 1.2705
67 C -1.4074
68 O -0.1016
69 C -1.0296
70 N -0.6255
71 H 0.2599
72 H 0.5972
73 H -0.0331
74 H 0.1251
75 H 0.4212
76 H 0.4134
77 H 0.3285
78 H 0.3804
79 H 0.2658
80 H 0.4838
81 H 0.0086
82 C -1.4847
83 C 0.6503
84 C -0.8890
85 O -0.3406
86 C -0.7814
87 N -0.3101
88 H 0.3693
89 H 0.3387
90 H 0.3743
91 H 0.1073
92 H 0.4888
93 H 0.3153
94 H 0.2866
95 H 0.3120
96 H 0.2630
97 H 0.0951
98 H 0.3456
99 C -1.7823

Record 2
Here is 14 unconnected molecules or ions with the total composition C31H93N9O22 in a non-equilibrium geometry from the Open Molecules 2025 dataset. Energies are from the ωB97M-V functional and the def2-TZVPD basis.

The calculation puts the HOMO energy at -8.92 eV. For the max |F|, the calculation gives 3.6 eV/A. Its LUMO energy is 0.0735 eV. Its frontier orbital gap is 8.997 eV. For the calculated total energy, the calculation gives -3384.880137 hartree.

```
! wB97M-V def2-TZVPD RIJCOSX def2/J DEFGRID3
* xyz 0 1
C -3.247 -0.220 7.051
C -2.919 0.655 5.862
C -3.507 0.172 4.538
O -3.212 0.918 3.380
C -1.831 0.976 3.050
N -3.469 2.007 6.077
H -3.081 0.270 8.010
H -2.733 -1.182 7.083
H -4.307 -0.477 6.974
H -1.835 0.724 5.705
H -4.595 0.254 4.615
H -3.393 -0.918 4.483
H -1.352 1.656 3.758
H -1.779 1.470 2.080
H -1.325 0.014 2.945
H -3.040 2.338 6.944
H -2.966 2.666 5.483
C 0.896 -0.248 -5.931
C 0.511 0.017 -7.374
C 0.597 -1.250 -8.292
O 1.849 -1.312 -8.938
C 2.086 -2.605 -9.431
N -0.879 0.463 -7.433
H 1.958 -0.462 -5.799
H 0.359 -1.095 -5.494
H 0.615 0.544 -5.233
H 1.126 0.806 -7.816
H -0.238 -1.316 -8.998
H 0.422 -2.125 -7.654
H 3.043 -2.649 -9.947
H 1.287 -2.890 -10.128
H 2.043 -3.447 -8.731
H -1.268 0.607 -8.356
H -1.006 1.354 -6.965
C 0.267 0.078 -2.237
C 0.068 -0.129 -0.729
C 0.872 0.955 0.000
O 0.713 0.908 1.417
C 1.456 -0.183 1.969
N -1.331 0.000 -0.353
H -0.116 -0.754 -2.827
H 1.324 0.264 -2.422
H -0.332 0.948 -2.518
H 0.369 -1.156 -0.488
H 0.443 1.913 -0.292
H 1.933 0.794 -0.213
H 1.128 -0.373 2.993
H 2.520 0.049 2.056
H 1.284 -1.130 1.453
H -1.409 -0.146 0.652
H -1.642 -0.918 -0.677
C -1.163 4.372 -1.559
C -0.774 3.413 -2.704
O -0.587 4.267 -3.823
O -0.126 5.315 -1.348
H -1.379 3.765 -0.677
H -2.124 4.835 -1.785
H -1.683 2.872 -2.997
H 0.054 2.735 -2.495
H 0.092 3.922 -4.408
H -0.313 6.027 -1.968
C -0.137 -3.722 -2.625
C -0.750 -4.421 -3.853
O -1.862 -5.183 -3.469
O -1.157 -2.944 -2.022
H 0.680 -3.056 -2.898
H 0.186 -4.500 -1.925
H -0.040 -5.059 -4.390
H -1.089 -3.671 -4.580
H -2.020 -5.901 -4.083
H -1.871 -3.587 -1.912
C -3.784 -1.948 -4.136
C -2.849 -0.944 -4.811
O -2.538 -1.467 -6.100
O -5.107 -1.854 -4.667
H -3.847 -1.823 -3.055
H -3.381 -2.947 -4.319
H -1.962 -0.877 -4.169
H -3.271 0.057 -4.921
H -1.958 -0.827 -6.562
H -5.171 -2.393 -5.458
C -0.235 -2.526 4.504
C 0.388 -1.635 5.540
O 1.816 -1.614 5.436
O 0.039 -3.900 4.773
H 0.151 -2.403 3.487
H -1.326 -2.440 4.448
H -0.053 -1.743 6.531
H 0.125 -0.609 5.263
H 2.095 -2.261 4.761
H -0.396 -4.400 4.078
C -4.117 2.062 -1.800
C -4.642 1.800 -0.380
O -5.431 2.907 0.055
O -2.734 2.473 -1.760
H -4.784 2.763 -2.296
H -4.136 1.123 -2.362
H -3.809 1.581 0.292
H -5.242 0.890 -0.409
H -4.796 3.607 0.241
H -2.304 1.779 -1.242
C 3.696 -1.192 -2.729
C 4.198 0.166 -2.263
O 5.471 0.405 -2.875
O 4.717 -2.181 -2.764
H 3.236 -1.033 -3.709
H 2.763 -1.429 -2.205
H 4.502 0.198 -1.208
H 3.517 0.994 -2.461
H 5.779 -0.484 -3.101
H 4.684 -2.629 -1.912
C 2.322 3.964 0.978
C 2.784 4.991 -0.086
O 2.209 6.267 0.081
O 2.579 4.429 2.275
H 2.668 2.959 0.703
H 1.259 3.775 0.772
H 2.720 4.691 -1.134
H 3.851 5.085 0.141
H 1.256 6.171 -0.056
H 1.835 4.215 2.858
C 3.413 -4.181 3.647
C 4.350 -3.834 4.844
O 5.572 -3.260 4.392
O 2.714 -3.009 3.194
H 2.666 -4.914 3.946
H 4.021 -4.590 2.840
H 4.677 -4.747 5.347
H 3.854 -3.235 5.610
H 5.343 -2.329 4.227
H 3.344 -2.416 2.762
C -4.647 -1.486 1.331
O -3.436 -1.589 1.245
N -5.538 -2.237 0.585
N -5.344 -0.520 1.998
H -5.267 -2.853 -0.157
H -6.488 -2.053 0.828
H -4.812 0.203 2.466
H -6.308 -0.322 1.828
C 4.863 0.184 3.998
O 4.718 -0.837 3.316
N 5.949 0.973 3.892
N 3.975 0.631 4.922
H 6.621 0.811 3.164
H 5.947 1.842 4.392
H 3.150 0.057 5.046
H 4.075 1.514 5.381
C 1.329 3.223 5.266
O 0.760 3.787 4.334
N 1.255 1.910 5.565
N 2.203 3.912 6.049
H 1.808 1.650 6.358
H 0.947 1.298 4.828
H 2.781 3.458 6.732
H 2.425 4.854 5.776
*
```

Mulliken population analysis, charges in e, atoms 1 to 99:
1 C -1.6143
2 C 1.4804
3 C -1.0351
4 O -0.4297
5 C -0.0953
6 N -0.7249
7 H 0.3936
8 H 0.3106
9 H 0.3669
10 H -0.4819
11 H 0.5166
12 H 0.3902
13 H 0.4579
14 H -0.2424
15 H 0.0447
16 H 0.2819
17 H 0.3141
18 C -0.7176
19 C 0.4359
20 C -0.8231
21 O -0.3612
22 C -0.7890
23 N -0.6380
24 H 0.4213
25 H -0.1884
26 H 0.0262
27 H 0.4536
28 H 0.4600
29 H 0.3131
30 H 0.2716
31 H 0.3334
32 H 0.3067
33 H 0.2253
34 H 0.1906
35 C -0.3981
36 C 0.5943
37 C -1.1608
38 O 0.6015
39 C 0.0289
40 N 0.3742
41 H -0.4613
42 H -0.0053
43 H -0.2595
44 H 0.7101
45 H -0.1488
46 H 0.2230
47 H -0.5648
48 H 0.2385
49 H 0.1826
50 H -0.3763
51 H 0.0581
52 C -0.8274
53 C 0.7420
54 O -0.7083
55 O -0.4504
56 H 0.2526
57 H 0.2810
58 H 0.1408
59 H 0.1212
60 H 0.3648
61 H 0.3276
62 C -0.1542
63 C -0.3657
64 O -0.5703
65 O -0.2413
66 H -0.0222
67 H 0.3276
68 H 0.5007
69 H 0.0471
70 H 0.3107
71 H 0.2421
72 C -0.7816
73 C 0.5059
74 O -0.6671
75 O -0.5953
76 H 0.1286
77 H 0.5114
78 H -0.3489
79 H 0.5325
80 H 0.3956
81 H 0.3668
82 C -0.2580
83 C 0.3334
84 O -0.5888
85 O -0.5931
86 H 0.1121
87 H 0.2985
88 H 0.3539
89 H -0.4254
90 H 0.3559
91 H 0.3739
92 C -0.3679
93 C 0.5583
94 O -0.6183
95 O 0.1195
96 H 0.4198
97 H -0.1449
98 H -0.5140
99 H 0.3165

Record 3
Here is 15 unconnected molecules or ions with the total composition C31H94N2O15 in a non-equilibrium geometry from the Open Molecules 2025 dataset. Energies are from the ωB97M-V functional and the def2-TZVPD basis.

The calculation puts the HOMO energy at -8.61 eV. For the max |F|, the calculation gives 1.9 eV/A. Its LUMO energy is 0.2546 eV. Its frontier orbital gap is 8.864 eV. For the calculated total energy, the calculation gives -2475.402658 hartree.

```
! wB97M-V def2-TZVPD RIJCOSX def2/J DEFGRID3
* xyz 0 1
C -2.029 -1.498 -4.813
O -1.709 -0.872 -6.054
H -2.510 -0.821 -4.113
H -2.722 -2.335 -4.951
H -1.099 -1.895 -4.396
H -1.216 -1.507 -6.579
C 0.993 -3.685 3.260
O -0.002 -3.420 4.254
H 1.959 -3.934 3.690
H 0.649 -4.525 2.648
H 1.046 -2.819 2.593
H -0.852 -3.649 3.842
C -3.155 -4.688 2.253
O -2.275 -4.724 3.376
H -3.552 -5.669 1.992
H -4.008 -4.048 2.523
H -2.680 -4.151 1.434
H -2.691 -5.290 4.033
C -3.405 -1.351 4.479
C -3.488 0.155 4.463
O -2.187 0.676 4.169
H -4.371 -1.789 4.754
H -2.691 -1.718 5.214
H -3.201 -1.753 3.485
H -3.806 0.531 5.443
H -4.216 0.590 3.771
H -2.029 1.453 4.712
C -0.297 2.057 -3.931
C 0.416 1.552 -5.181
O -0.446 1.665 -6.311
H -1.268 1.560 -3.884
H -0.451 3.129 -3.790
H 0.294 1.855 -3.034
H 0.624 0.481 -5.081
H 1.349 2.094 -5.343
H -1.030 0.894 -6.238
C -5.623 1.047 1.203
C -5.341 0.535 -0.207
O -4.272 -0.406 -0.111
H -4.694 1.429 1.633
H -5.962 0.228 1.837
H -6.348 1.861 1.173
H -5.075 1.411 -0.808
H -6.233 0.039 -0.596
H -4.459 -1.064 -0.792
C -1.982 4.313 -1.210
C -2.901 3.839 -0.093
O -3.964 4.753 0.029
H -1.610 5.309 -0.986
H -2.527 4.213 -2.148
H -1.121 3.643 -1.273
H -2.287 3.702 0.809
H -3.255 2.807 -0.219
H -4.416 4.714 0.873
C 1.315 -3.964 -2.691
C 0.785 -3.842 -1.274
O 1.176 -4.968 -0.492
H 1.068 -4.920 -3.151
H 2.395 -3.821 -2.747
H 0.822 -3.204 -3.305
H -0.305 -3.739 -1.303
H 1.009 -2.918 -0.734
H 2.108 -4.853 -0.285
C 5.331 -0.444 -2.848
C 4.533 -1.740 -2.847
O 5.377 -2.740 -3.399
H 4.655 0.350 -2.516
H 5.687 -0.166 -3.840
H 6.191 -0.423 -2.180
H 3.671 -1.547 -3.493
H 4.231 -1.976 -1.823
H 4.887 -3.554 -3.553
C 0.445 4.053 1.556
C 1.502 3.377 0.683
O 2.250 4.329 -0.078
H 0.862 4.857 2.165
H -0.073 3.349 2.208
H -0.284 4.501 0.879
H 1.027 2.700 -0.027
H 2.220 2.815 1.286
H 2.880 4.796 0.476
C 4.839 1.335 0.255
C 6.347 1.146 0.211
O 6.674 -0.198 0.589
H 4.292 0.518 -0.220
H 4.496 2.260 -0.215
H 4.423 1.333 1.267
H 6.807 1.841 0.919
H 6.822 1.282 -0.761
H 7.117 -0.184 1.439
C 3.119 3.367 -3.197
C 2.452 4.686 -3.640
O 1.440 4.991 -2.701
H 3.932 3.115 -3.890
H 2.440 2.518 -3.218
H 3.615 3.517 -2.240
H 2.029 4.602 -4.640
H 3.235 5.453 -3.631
H 1.713 4.755 -1.796
C -3.852 -3.526 -1.344
C -4.710 -3.268 -2.572
O -4.874 -1.859 -2.782
H -3.659 -4.586 -1.203
H -4.280 -3.061 -0.455
H -2.889 -3.053 -1.561
H -5.683 -3.738 -2.410
H -4.180 -3.665 -3.440
H -5.197 -1.729 -3.677
C -1.099 -1.423 1.076
C -0.702 -0.044 0.531
C -0.693 0.118 -0.983
O 0.354 -0.641 -1.565
C 1.645 -0.097 -1.528
N -1.668 0.917 1.070
H -0.481 -2.257 0.713
H -2.103 -1.738 0.778
H -1.009 -1.460 2.163
H 0.289 0.179 0.937
H -0.536 1.181 -1.196
H -1.587 -0.181 -1.531
H 2.069 -0.194 -0.522
H 1.664 0.954 -1.835
H 2.273 -0.630 -2.237
H -1.899 0.632 2.015
H -2.551 0.879 0.573
C 2.494 -1.050 5.460
C 1.370 -0.087 5.114
C 1.447 0.401 3.665
O 2.672 0.958 3.213
C 3.068 2.109 3.918
N 0.069 -0.700 5.410
H 2.437 -2.088 5.139
H 2.610 -1.087 6.549
H 3.484 -0.688 5.162
H 1.417 0.761 5.804
H 0.663 1.157 3.499
H 1.202 -0.401 2.965
H 3.572 1.804 4.841
H 2.260 2.827 4.098
H 3.809 2.638 3.314
H -0.648 -0.202 4.863
H 0.001 -1.630 4.968
*
```

Mulliken population analysis, charges in e, atoms 1 to 99:
1 C 0.0503
2 O -0.5907
3 H 0.1121
4 H 0.2874
5 H -0.1392
6 H 0.2910
7 C -0.5172
8 O -0.5895
9 H 0.3729
10 H 0.3968
11 H -0.0071
12 H 0.2976
13 C -0.4147
14 O -0.4986
15 H 0.4254
16 H 0.3097
17 H -0.0610
18 H 0.2186
19 C -0.7569
20 C -0.2932
21 O -0.6211
22 H 0.5127
23 H 0.2975
24 H -0.1411
25 H 0.4639
26 H 0.0907
27 H 0.1980
28 C 0.0736
29 C -0.5062
30 O -0.6194
31 H 0.3356
32 H 0.3754
33 H -0.4795
34 H 0.1402
35 H 0.3012
36 H 0.4735
37 C -0.9658
38 C -0.3126
39 O -0.0067
40 H 0.0212
41 H 0.3616
42 H 0.4292
43 H 0.2409
44 H 0.4555
45 H -0.1426
46 C -0.9564
47 C 0.9125
48 O -0.6027
49 H 0.3724
50 H 0.4399
51 H -0.0101
52 H -0.0725
53 H -0.4666
54 H 0.3214
55 C -0.5582
56 C 1.1943
57 O -0.6053
58 H 0.3807
59 H -0.0406
60 H -0.0047
61 H -0.3604
62 H -0.3099
63 H 0.3590
64 C -0.6956
65 C 0.0049
66 O -0.5889
67 H -0.1024
68 H 0.4159
69 H 0.2462
70 H 0.1735
71 H 0.2956
72 H 0.3192
73 C -0.9135
74 C 1.6576
75 O -0.5028
76 H 0.4978
77 H 0.0047
78 H 0.0391
79 H -0.3998
80 H -0.5236
81 H 0.2832
82 C 0.7625
83 C -0.7892
84 O -0.5242
85 H -0.2829
86 H 0.0124
87 H -0.2405
88 H 0.4714
89 H 0.2919
90 H 0.2899
91 C -0.5828
92 C -0.5142
93 O -0.5235
94 H 0.4281
95 H -0.2798
96 H 0.4544
97 H 0.3892
98 H 0.3104
99 H 0.3014

The lowest max |F| belongs to which entry?
C31H94N2O15

Which of these has the highest calculated total energy?
C31H94N2O15